No. 1
Below is 2 unconnected molecules or ions with the total composition C3H8O4P in a non-equilibrium geometry, with properties calculated with ωB97M-V with the def2-TZVPD basis set.

Calculated values
ΔE to the lowest compared entry with this formula, charge and spin	2.710	eV
electronic energy	-20720.8571	eV
Kohn-Sham gap	7.473	eV
HOMO	-3.7	eV

ORCA input file:
```
! wB97M-V def2-TZVPD RIJCOSX def2/J DEFGRID3
* xyz -1 1
C -2.10637 1.51022 0.15725
C 2.17488 -1.98896 -0.23065
C -2.16707 0.13381 -0.41296
O 1.34362 0.62492 1.26426
O 1.19243 1.64699 -1.05183
O -2.57637 -0.90520 0.10181
O 2.21339 -0.66756 -0.69666
P 0.81890 0.36344 -0.43507
H -1.16543 1.64919 0.73747
H -2.15395 2.32115 -0.61240
H -3.01480 1.51990 0.73499
H 3.10336 -2.55383 -0.31643
H 1.29404 -2.58778 -0.56042
H 2.21460 -1.77574 0.93293
H -1.83906 0.27112 -1.53201
H 0.66782 0.43833 1.91973
*
```

natural (NBO) atomic charge list, values in e, 2 entries: -0.7454, -0.2674


No. 2
Below is a molecular structure, C26H47MoO2Si2 in a non-equilibrium geometry, with properties calculated with ωB97M-V with the def2-TZVPD basis set.

Calculated values
ΔE to the lowest compared entry with this formula, charge and spin	0.000	eV
electronic energy	-49423.3697	eV
Kohn-Sham gap (alpha / beta)	6.709 / 7.361	eV
HOMO (alpha / beta)	-10.8 / -11.5	eV

ORCA input file:
```
! wB97M-V def2-TZVPD RIJCOSX def2/J DEFGRID3
* xyz 1 3
O -0.47054 1.11192 -1.07715
C 0.63162 0.82269 -2.00076
C 0.01643 1.66652 -3.11046
H 0.68781 -0.25606 -2.20616
H 1.58134 1.22256 -1.60668
C -1.08734 1.96470 -2.06785
H -0.29265 1.06575 -3.97433
H 0.62794 2.53871 -3.37327
C -2.45519 1.44124 -2.43698
H -2.42043 0.35781 -2.61439
H -2.79322 1.94374 -3.35358
H -3.16647 1.66495 -1.63427
C -1.14355 3.40959 -1.63162
H -0.13911 3.82501 -1.49475
H -1.69990 3.51322 -0.69228
H -1.66525 3.99427 -2.40237
Mo -0.26142 0.78164 2.21494
C 0.54533 2.75410 3.04352
C 1.66373 1.84274 2.89397
C 1.94421 1.72089 1.48870
H 2.22957 1.38556 3.69812
C 1.12291 2.66099 0.79237
C 0.24134 3.26869 1.72256
H -0.49040 4.04223 1.47942
H 0.15092 3.13691 3.98856
H 2.71367 1.10603 1.03290
H 1.25517 2.96473 -0.24473
C -2.11526 0.90614 3.42950
C -2.23430 2.10777 2.64365
C -2.39673 1.74513 1.27886
H -2.28097 3.11975 3.04671
C -2.30237 0.32054 1.17668
C -2.21991 -0.20853 2.51215
H -2.28622 -1.26055 2.76580
H -2.13135 0.85580 4.51321
H -2.66126 2.41279 0.46307
H -2.43041 -0.26412 0.27099
O 0.37133 -0.20464 -5.84352
C -0.17479 0.77865 -6.74752
C 0.07906 0.34297 -8.19927
H 0.30695 1.75250 -6.54697
H -1.24810 0.89835 -6.52280
C 1.20925 -0.69778 -8.07430
H 0.33616 1.18522 -8.84420
H -0.82284 -0.14462 -8.58582
C 1.03495 -1.22345 -6.64030
H 2.17967 -0.19450 -8.16601
H 1.14828 -1.48898 -8.82365
H 1.98728 -1.48898 -6.15514
H 0.40401 -2.13283 -6.66107
C -1.24794 -3.33520 1.58551
Si 0.49916 -2.64610 1.57201
C 1.63717 -4.04137 2.12189
C 0.86313 -2.30375 -0.23326
C 0.75803 -1.04899 2.58479
Si 0.82265 -1.31810 4.47101
C 2.45070 -2.15378 4.91881
C 0.71588 0.23481 5.53817
C -0.63784 -2.37262 5.00197
H -1.24380 -4.29642 1.04968
H -1.93901 -2.66863 1.05430
H -1.64528 -3.52092 2.58901
H 1.55349 -4.85299 1.38311
H 2.68987 -3.73464 2.16326
H 1.36331 -4.45012 3.10319
H 0.01260 -1.80035 -0.71072
H 1.74934 -1.67175 -0.36652
H 1.04047 -3.25312 -0.76471
H 1.81696 -0.79240 2.32568
H 3.30431 -1.50928 4.65857
H 2.47092 -2.30900 6.00862
H 2.60412 -3.12424 4.43074
H -0.14975 0.87871 5.32640
H 0.63817 -0.08056 6.59064
H 1.61896 0.85074 5.45577
H -1.58998 -1.86370 4.80108
H -0.66851 -3.36062 4.52779
H -0.56612 -2.52337 6.08971
*
```

Mulliken atomic charge list, values in e, 2 entries: 0.0287, -0.5094


No. 3
Below is 5 unconnected molecules or ions with the total composition C21H54BBrIN4O6 in a non-equilibrium geometry, with properties calculated with ωB97M-V with the def2-TZVPD basis set.

Calculated values
electronic energy	-119719.0112	eV
Kohn-Sham gap	6.925	eV
HOMO	-4.7	eV

ORCA input file:
```
! wB97M-V def2-TZVPD RIJCOSX def2/J DEFGRID3
* xyz -1 1
C 4.33804 0.40326 4.55492
C 4.05262 0.51900 3.02872
I 5.43017 -0.89646 2.03949
C 2.61208 0.09289 2.59436
C 1.51480 0.33907 3.64476
C 0.59810 1.59893 3.48851
O -0.34157 1.27698 4.53639
B -0.53028 -0.19509 4.38098
Br -0.43490 -1.28649 6.09396
O 0.50690 -0.66954 3.44109
H 5.38123 0.08636 4.68551
H 4.23333 1.40149 4.99901
H 3.70245 -0.34806 5.03080
H 4.30825 1.51031 2.64289
H 2.35273 0.70736 1.71333
H 2.63118 -0.94015 2.23148
H 1.73643 0.21018 4.71625
H -0.04542 1.47953 2.59951
H 1.12916 2.55939 3.57385
H -1.66048 -0.33234 3.99138
C -1.12688 0.50401 -3.31353
C -0.10603 -0.07128 -2.33697
C -0.52460 0.05574 -0.86205
O -0.37375 1.35443 -0.31956
C -1.43507 2.24571 -0.61049
N 1.19865 0.55197 -2.58850
H -1.10513 1.59401 -3.34414
H -0.92051 0.15310 -4.32612
H -2.13858 0.18857 -3.05432
H -0.01758 -1.14025 -2.55482
H 0.13343 -0.58308 -0.26745
H -1.54637 -0.31063 -0.70155
H -2.40065 1.73336 -0.65543
H -1.24289 2.77427 -1.54822
H -1.47692 2.99101 0.18600
H 1.89675 0.09345 -2.00902
H 1.15599 1.49677 -2.21522
C 4.36839 -5.24888 -2.06015
C 5.42238 -4.30035 -2.62215
C 6.74101 -4.30402 -1.82953
O 6.68986 -3.59196 -0.60855
C 6.13442 -4.31284 0.47825
N 4.84608 -2.95508 -2.71796
H 3.89363 -4.85554 -1.16160
H 3.57730 -5.40973 -2.79386
H 4.80350 -6.22212 -1.82004
H 5.65685 -4.64124 -3.63586
H 7.49708 -3.79263 -2.43204
H 7.10714 -5.32579 -1.66448
H 6.37979 -5.37820 0.43156
H 5.05242 -4.17550 0.51829
H 6.55135 -3.90222 1.39816
H 5.51023 -2.34611 -3.18765
H 4.79647 -2.57783 -1.77411
C -6.25701 -2.81345 -5.83722
C -5.17644 -1.91006 -6.42264
C -3.86529 -1.91431 -5.61792
O -3.90799 -1.15718 -4.42238
C -4.48696 -1.82696 -3.31575
N -5.71962 -0.55561 -6.57279
H -6.73049 -2.37723 -4.95780
H -7.04515 -2.98296 -6.57230
H -5.84663 -3.78659 -5.55814
H -4.94135 -2.29265 -7.42071
H -3.09300 -1.44241 -6.23149
H -3.52355 -2.93653 -5.41296
H -4.26879 -2.89829 -3.32659
H -5.56633 -1.66284 -3.28554
H -4.06275 -1.39693 -2.40742
H -5.03594 0.01904 -7.05754
H -5.76642 -0.14495 -5.64381
C -2.91558 5.51796 5.69283
C -1.88466 5.87426 4.62692
C -2.33826 5.54262 3.19371
O -2.26656 4.16963 2.86829
C -3.36410 3.40155 3.32043
N -0.61654 5.22146 4.95942
H -2.95191 4.44727 5.89137
H -2.66749 6.00880 6.63528
H -3.91562 5.84710 5.39810
H -1.73258 6.95823 4.67339
H -1.65677 6.04224 2.49860
H -3.34277 5.93740 2.98850
H -4.30274 3.96540 3.29290
H -3.17147 3.03227 4.32862
H -3.46215 2.53414 2.66742
H 0.09232 5.54103 4.30501
H -0.72199 4.23086 4.73817
*
```

Mulliken atomic charge list, values in e, 2 entries: -1.2499, -0.0655